C41H93N11O13 | the ωB97M-V functional and the def2-TZVPD basis

As for the total energy: -87036.728 eV. The LUMO energy comes out at -0.2 eV. The value obtained for the HOMO energy is -8.4124 eV. As for the charge: 0.

CARTESIAN COORDINATES (ANGSTROEM)
N 3.13 -1.49 -4.89
C -1.38 -2.93 4.56
C -3.45 -5.76 1.95
H 5.83 0.30 0.27
H 3.37 -1.52 -5.87
O -2.11 -6.17 1.66
C 3.49 -2.47 -4.07
H -1.83 -6.03 -0.45
H 5.70 -1.48 0.11
H -9.25 0.13 -0.56
H 3.58 2.09 3.24
H 4.48 5.04 1.14
H 4.91 3.03 -1.16
H 5.61 -0.79 2.81
O -7.75 0.56 1.91
C 3.10 4.76 2.75
H 4.42 -0.57 0.92
C -5.30 -2.60 -2.64
H -0.21 2.57 1.49
C -5.43 0.88 1.42
H -2.51 0.14 -0.56
H 2.03 -4.39 1.96
H 7.77 2.27 -5.09
H -4.92 1.11 0.48
H -0.70 4.30 -1.99
C 2.90 -3.78 2.19
H -2.43 -0.30 -5.11
C 7.23 3.08 -4.61
H -0.28 2.96 -6.34
C -4.48 4.10 0.06
H 4.02 -3.76 -5.74
H 7.05 2.46 -2.66
H 8.59 -2.25 0.78
C 2.69 -0.19 -4.36
C -3.48 3.45 4.13
H 2.98 0.00 4.46
H -5.88 4.05 -1.26
H 2.38 -1.49 -1.03
H 2.71 1.69 1.73
H -3.32 -2.30 -3.84
C -5.44 4.95 0.89
N 6.49 2.69 -3.46
H -0.17 -6.00 4.76
H -4.83 2.64 -2.93
C 0.48 -0.97 -0.09
H -3.30 3.18 -2.44
N -0.50 -0.45 -0.80
N -0.04 3.23 -4.15
O -0.86 -2.28 5.48
H -4.09 -6.64 1.90
H 5.23 4.38 2.69
H -6.49 4.71 0.82
H 2.70 5.64 2.25
H -5.14 4.82 1.93
H 1.66 -0.40 -4.08
C -1.53 2.18 3.20
H -6.37 -0.05 -0.87
H -3.05 4.40 4.44
H -1.75 -1.51 2.96
H -0.27 -4.64 6.05
H -4.05 1.84 -1.58
C 2.21 -0.75 4.29
H 3.31 -3.46 1.23
H -2.14 -3.49 1.07
O -4.96 -0.31 -2.17
H 0.00 1.54 -5.43
O -3.41 3.71 0.46
H -1.47 1.24 1.27
H 7.91 -0.82 -0.02
N -1.10 -4.18 4.22
H -0.13 4.23 -4.24
H -5.42 1.80 2.00
C 3.78 -3.82 -4.68
C 1.91 -0.60 -0.62
C -0.10 -4.94 5.01
N -2.63 2.93 3.06
N -4.94 3.72 -1.12
H -4.74 -3.31 -2.03
H 2.87 -4.39 -4.50
H 2.59 0.50 -5.20
H 1.33 2.67 -5.63
H -8.67 -1.52 -0.18
H -0.35 0.11 -1.63
C -0.80 1.77 1.94
N 6.20 -0.81 1.99
H -3.06 0.70 -3.81
H -0.56 -5.24 0.44
H -4.28 -5.29 -0.03
O 7.98 -1.35 3.18
H 1.53 3.83 1.70
O 3.63 -2.33 -2.85
H 0.59 3.50 -1.05
C 5.50 -0.62 0.76
C -2.67 -0.29 -4.05
N -7.11 -0.03 -0.18
C -4.66 -1.30 -2.81
H 5.11 1.40 -1.67
H 3.40 0.26 -3.67
C -2.47 -4.27 0.38
C 4.62 2.33 -1.95
N -3.60 -1.36 -3.60
H -3.02 -1.49 4.12
H 9.36 -0.82 1.11
H -4.54 -3.98 1.13
H -0.96 2.77 -1.11
N 2.38 -2.58 2.77
H -2.90 -2.73 2.91
H -1.48 -4.64 3.41
O 4.43 3.22 -4.15
C 8.36 -1.19 0.90
H -0.03 1.06 2.24
H -6.36 -2.52 -2.40
H -3.48 -5.28 2.93
H -4.87 0.05 1.85
H 3.54 2.18 -1.98
C 3.14 2.50 2.33
C -2.31 -2.16 3.62
H -2.36 -1.33 -1.44
H 8.03 3.78 -4.39
H 3.30 4.78 3.83
H -5.37 6.02 0.66
H -3.46 2.84 5.03
H -5.37 -3.13 -3.60
H -2.45 -3.83 -0.62
H -2.86 3.20 2.11
C -1.62 -5.50 0.48
C -0.07 2.58 -3.01
C -4.24 2.81 -2.03
O -1.21 1.69 4.27
H 1.91 0.14 -1.42
H 2.51 -0.27 0.23
H -8.30 -0.85 -1.68
O 4.14 3.05 1.51
C -0.26 3.34 -1.72
O 0.40 -1.73 0.87
C 7.47 -1.11 2.13
C -3.85 -4.76 0.81
H 4.59 -4.31 -4.13
C 0.26 2.59 -5.47
C -1.95 -0.80 -0.58
H 1.66 -0.96 5.20
C 2.93 -1.95 3.78
H 1.47 -0.41 3.56
C 5.18 2.78 -3.32
C -6.89 0.51 1.03
H 1.55 3.58 3.48
H -1.67 -0.37 -3.62
O 3.96 -2.29 4.33
C 2.16 3.68 2.58
H 1.63 -2.11 2.29
H 3.59 -4.37 2.80
O 0.08 1.37 -2.94
H -4.51 3.50 3.76
H 0.88 -4.58 4.69
H -2.17 -1.40 0.30
C 4.38 4.38 2.00
H 6.53 3.41 -5.38
C -8.41 -0.57 -0.64

Here are the Löwdin charges for atoms 1 to 8, given in e:
1. N 0.01
2. C -0.54
3. C -0.18
4. H 0.07
5. H 0.13
6. O -0.14
7. C -0.57
8. H 0.12

C33H40F3IrN3PSSb | the ωB97M-V functional and the def2-TZVPD basis

As for the total energy: -76967.098 eV. The LUMO energy comes out at -10.6 eV. The value obtained for the HOMO energy is -16.8887 eV. As for the charge: +3.

CARTESIAN COORDINATES (ANGSTROEM)
H 4.82 -0.86 1.66
F 7.09 2.96 2.04
C -3.58 -2.44 0.26
C 1.23 0.26 -4.78
C 0.64 3.00 1.78
H -0.09 0.33 3.14
F 3.83 -6.30 0.58
H -0.74 -1.66 -1.59
C 3.88 -2.93 -0.64
C 4.21 -4.26 -0.49
C -4.81 0.45 1.28
H -3.93 -0.91 -2.51
H -2.55 2.88 -0.88
H 0.99 2.35 3.72
C 1.94 1.22 -2.72
H 3.28 2.69 -0.25
H -4.24 2.38 -0.70
C -4.17 0.12 -2.25
C 4.02 2.19 0.36
N 0.64 0.70 2.51
H 1.13 4.59 3.00
H -1.09 -3.01 1.29
C -3.43 0.70 1.30
C -3.36 2.32 -1.35
H -3.61 2.82 -2.29
C 2.84 -2.38 0.12
H -2.33 -2.17 -2.14
H 0.89 -1.86 -4.84
C 3.93 0.83 0.65
H -1.58 -0.14 -3.03
H -3.25 2.28 4.31
H -5.04 0.13 -1.60
H 1.53 0.25 2.76
C 6.06 2.27 1.60
H 6.74 0.46 2.51
C 2.48 -4.50 1.20
H 5.01 -4.71 -1.07
H 2.25 2.09 -2.14
H -1.55 -1.47 2.06
H 1.36 -2.75 1.65
C 4.89 0.20 1.43
H 0.65 4.99 1.39
H 1.97 -5.14 1.91
H -5.26 -0.07 0.45
H 5.23 3.97 0.60
C -1.82 0.86 -2.68
C -2.27 -1.71 0.00
S 0.23 2.56 0.19
C 1.89 -0.05 -2.13
C 1.50 -1.17 -2.89
H -3.99 -2.20 1.24
C 3.51 -5.02 0.43
H -5.68 1.83 4.25
H -0.21 -1.57 0.82
C 1.17 -1.02 -4.22
C 5.97 0.92 1.91
C 1.62 1.38 -4.05
C -5.60 0.86 2.34
H -1.35 -3.26 -1.18
H -1.83 1.59 2.41
H -4.33 -2.22 -0.49
H -4.45 0.63 -3.17
C -1.26 -1.94 1.12
C -1.64 -2.22 -1.30
C -2.88 1.36 2.41
C -2.97 0.87 -1.66
H -2.15 1.44 -3.54
H 1.48 -2.16 -2.44
Ir 0.00 0.29 0.55
C 5.10 2.91 0.83
F 0.91 0.41 -6.05
H -0.91 1.33 -2.28
C 2.15 -3.17 1.04
Sb 2.37 -0.36 -0.12
H -3.40 -3.52 0.24
N 0.78 2.08 2.76
H -6.67 0.66 2.31
H 1.66 2.34 -4.54
C -3.68 1.76 3.46
P -2.36 0.15 -0.04
C -5.05 1.51 3.43
H 4.42 -2.32 -1.36
N 0.82 4.27 2.09

Here are the Löwdin charges for atoms 1 to 8, given in e:
1. H 0.11
2. F 0.14
3. C -0.04
4. C -0.25
5. C -0.74
6. H 0.13
7. F 0.14
8. H 0.04

Calculated F_max (eV/A), listed in the same order as above: 3.3, 1.3
Calculated energy relative to the best compared isomer or geometry (same formula, charge and spin) (kcal per mole), listed in the same order as above: 0.0, 37.6